Record 1
{"formula": "C6H8O7P2Ru", "method": "wB97M-V/def2-TZVPD", "species": ["O", "O", "Ru", "C", "H", "C", "O", "C", "H", "H", "O", "O", "P", "C", "C", "C", "O", "O", "H", "P", "H", "H", "H", "H"], "coordinates": [[1.08596, 2.56652, -3.20381], [0.02856, 0.91127, -1.52018], [-0.74154, 0.36273, 0.21561], [-2.43459, -1.02115, -0.38556], [-1.01167, -1.88470, -1.75817], [-1.64154, -0.79602, 1.93929], [0.95578, 1.31390, 0.93278], [-0.20323, -1.80453, 0.24593], [0.62378, 3.69822, 2.53680], [0.32829, -1.54977, 2.32915], [-1.33412, 2.80578, -2.31614], [0.71520, 3.82921, 1.58433], [0.16439, 2.34000, -2.11239], [-0.45458, -1.43972, 1.59050], [-1.21618, -1.63757, -0.72511], [-2.61658, -0.53016, 0.92549], [0.61180, 3.23185, -0.76262], [-1.21272, 2.25042, 0.72149], [0.76161, -2.20348, -0.03231], [0.28804, 2.66852, 0.65405], [-1.78921, -0.43287, 2.94611], [-3.49953, 0.04563, 1.16619], [-1.42948, 3.47622, -3.00578], [-3.18078, -0.83097, -1.14435]], "total_energy_ev": -41843.32208, "e_homo_ev": [-14.03, -13.95], "total_charge": 1, "orbital_gap_ev": [9.08, 7.19], "multiplicity": 2, "s2": 0.76, "e_above_lowest_kcal_mol": 0.0}


Record 2
{"formula": "C6H8OS", "method": "wB97M-V/def2-TZVPD", "species": ["C", "H", "C", "H", "H", "H", "H", "C", "H", "C", "C", "H", "S", "H", "O", "C"], "coordinates": [[1.18697, 0.65962, -0.88249], [-2.88070, 2.34183, 0.24464], [-1.89024, 1.87448, 0.21434], [1.50314, 1.76652, -0.83709], [-0.86526, -0.84791, -1.65415], [1.27245, -1.40697, 1.50492], [-1.46298, -1.53670, 1.31219], [-0.84085, 1.21387, 0.31514], [0.19410, -1.87474, -0.92854], [-0.63265, -1.13473, -0.58917], [1.16475, -0.28458, 1.16475], [0.98774, 0.53688, -2.01728], [2.59269, -0.05143, 0.04636], [1.22338, 0.43496, 2.07117], [-1.69151, -1.79054, 0.07888], [0.13898, 0.09944, -0.04368]], "total_energy_ev": -19228.64434, "e_homo_ev": -8.64, "total_charge": 0, "orbital_gap_ev": 8.91, "e_above_lowest_kcal_mol": 129.6}


Record 3
{"formula": "C6H8S", "method": "wB97M-V/def2-TZVPD", "species": ["H", "H", "C", "H", "C", "C", "C", "H", "H", "S", "C", "C", "H", "H", "H"], "coordinates": [[2.43490, -0.16339, -0.68469], [-3.17955, -0.75706, 0.09389], [-0.17402, 0.95683, -0.21657], [-0.18723, 0.64210, 2.03316], [0.42667, 0.72835, 1.15430], [0.40489, -0.40943, 0.16021], [1.67153, -0.91852, -0.51350], [2.16422, -1.75608, 0.05487], [0.38423, 1.60313, -0.85310], [-0.89389, -1.67820, 0.31014], [-1.65874, 0.76410, -0.43903], [-2.12482, -0.44798, -0.06082], [1.55277, -1.34569, -1.49736], [1.44669, 1.19588, 1.35727], [-2.26762, 1.58596, -0.89876]], "total_energy_ev": -17185.43345, "e_homo_ev": -8.03, "total_charge": 0, "orbital_gap_ev": 9.00, "e_above_lowest_kcal_mol": 23.9, "smiles": "C[C@@]12C[C@@H]1C=CS2"}


Record 4
{"formula": "C6H8S2", "method": "wB97M-V/def2-TZVPD", "species": ["S", "C", "H", "H", "C", "H", "H", "H", "C", "C", "C", "H", "C", "H", "H", "S"], "coordinates": [[-1.60962, -1.61267, -0.00845], [0.00689, -0.99068, -0.24878], [0.11040, -0.73095, -1.27077], [2.28123, 0.04389, -1.36570], [0.11054, 0.21644, 0.58224], [-2.75901, 0.23318, -0.96974], [-0.56007, 1.47931, -1.08877], [-2.76931, 0.52184, 0.81224], [-2.10250, 0.26086, -0.05878], [-0.83695, 1.17009, -0.07539], [1.34533, -0.68831, 0.51348], [-1.04183, 2.08646, 0.49871], [2.42325, -0.33241, -0.36562], [1.70016, -1.15984, 1.42158], [-0.31583, 0.01884, 1.60328], [4.01734, -0.51606, 0.02048]], "total_energy_ev": -28018.44087, "e_homo_ev": -8.75, "total_charge": 0, "orbital_gap_ev": 8.29, "e_above_lowest_kcal_mol": 83.1, "smiles": "S=C[C@H]1[C@H]2CCS[C@H]12"}


Record 5
{"formula": "C6H9BCuN2OS", "method": "wB97M-V/def2-TZVPD", "species": ["C", "H", "C", "H", "O", "H", "C", "C", "H", "H", "S", "B", "H", "C", "H", "N", "H", "C", "H", "N", "Cu"], "coordinates": [[0.66292, -0.53542, 0.57496], [2.25548, 1.22761, 0.58698], [-1.51393, 1.13885, -0.45794], [-1.98114, 1.10094, 0.63731], [0.67054, 0.48181, -1.89387], [-2.84054, -0.63978, -1.21580], [2.16949, 0.07582, 0.79048], [-2.66659, 0.49716, -1.46771], [1.51930, 1.00715, -1.76528], [2.45631, -0.13064, 1.92869], [-0.20533, -0.55006, 2.23442], [-0.06933, 0.36396, -0.59017], [-3.69431, 1.04191, -1.28234], [3.26374, -0.78435, -0.13339], [-2.34250, 0.64906, -2.60139], [0.83787, -3.31617, -0.36223], [-0.59592, 0.81188, 2.43407], [0.82520, -2.06929, 0.01973], [-1.36689, 2.26724, -0.73260], [4.27345, -1.19470, -0.83177], [-1.65781, -1.44297, 4.12785]], "total_energy_ev": -67519.74375, "e_homo_ev": [-18.15, -17.76], "total_charge": 2, "orbital_gap_ev": [8.33, 4.45], "multiplicity": 2, "s2": 0.76}


Record 6
{"formula": "C6H9BeBr2Cl5FKMgNO8S", "method": "wB97M-V/def2-TZVPD", "species": ["H", "Cl", "Be", "Br", "C", "O", "H", "H", "K", "C", "O", "Cl", "O", "C", "O", "O", "Cl", "O", "H", "H", "H", "C", "O", "C", "Cl", "H", "Mg", "S", "H", "Br", "H", "C", "F", "Cl", "O", "N"], "coordinates": [[-1.90493, -1.56342, 0.37103], [1.58810, 0.10975, 5.76751], [-0.50838, -1.04772, -4.05045], [2.53269, 2.32148, -6.87063], [1.03346, -1.35961, -1.08482], [-3.65616, -0.46488, -4.05700], [-1.75188, 0.45301, -1.12552], [1.73173, -1.85097, -1.74582], [-1.35185, -0.95921, -6.30689], [2.25214, 1.51980, 4.95204], [4.07922, 0.89705, 8.47682], [1.15075, 2.03933, 3.67020], [3.29594, 2.35749, 9.92577], [0.07902, -0.31300, -1.67731], [-3.96484, -2.35457, -2.59095], [-4.86727, -0.22951, -1.96837], [-1.71807, 2.13770, -1.83241], [0.24853, 1.31153, -6.04962], [0.18899, -3.20504, -0.05896], [0.22936, 0.30449, -2.55080], [-0.68669, -2.46978, -1.51224], [-0.90257, -1.23556, 0.11976], [1.94417, 1.18240, 8.92970], [-0.10568, -2.32691, -0.60762], [3.82344, 1.11695, 4.25436], [-0.68463, 1.06774, -5.95863], [1.08245, 2.09571, -1.13135], [-4.58793, -1.11582, -3.11512], [0.23130, 2.20219, -6.43800], [1.28114, -1.62772, 2.77657], [1.47459, -0.80618, -0.25855], [3.16347, 1.44841, 9.07029], [-0.35816, -0.78016, 1.28467], [2.45015, 2.84039, 6.11641], [-5.85628, -1.43375, -3.78308], [-0.95532, -0.26159, -0.94097]], "total_energy_ev": -262646.46769, "e_homo_ev": -5.17, "total_charge": -1, "orbital_gap_ev": 1.67, "e_above_lowest_kcal_mol": 0.0}


Record 7
{"formula": "C6H9BrFN3", "method": "wB97M-V/def2-TZVPD", "species": ["C", "C", "H", "H", "H", "C", "N", "F", "H", "H", "H", "N", "C", "Br", "C", "H", "H", "C", "H", "N"], "coordinates": [[-0.32205, -0.82443, 1.11190], [-3.11190, 0.34178, -0.13118], [1.14569, 1.73311, -0.45510], [-0.91952, -0.85715, -1.75154], [0.68403, -0.94334, -1.62624], [0.84211, 1.25410, 0.37563], [-1.72138, 2.18999, 0.38538], [-5.06860, 1.74099, 0.01231], [0.65865, 1.93751, 1.10544], [1.60133, 0.73113, 0.88626], [-0.16302, 0.63752, -2.07632], [-1.58291, 0.95369, 0.17278], [-3.76262, 1.52566, 0.12499], [-3.76386, -1.34564, -0.56614], [-0.34478, 0.28797, -0.00827], [-0.24628, -0.40998, 2.21454], [-1.34500, -1.38781, 0.90589], [-0.16577, -0.20869, -1.44142], [0.61636, -1.38933, 0.80673], [-2.89344, 2.59573, 0.40258]], "total_energy_ev": -83594.51380, "e_homo_ev": -9.53, "total_charge": 0, "orbital_gap_ev": 9.95, "e_above_lowest_kcal_mol": 36.7, "smiles": "CC(C)(C)n1nnc(F)c1Br"}


Record 8
{"formula": "C6H9BrN2O4S2", "method": "wB97M-V/def2-TZVPD", "species": ["C", "C", "H", "O", "H", "C", "C", "H", "H", "H", "H", "O", "S", "Br", "H", "H", "S", "N", "C", "N", "O", "H", "O", "C"], "coordinates": [[-2.79147, 0.17045, 0.30724], [0.15095, -2.83037, -0.10091], [0.91946, -3.48573, -0.47385], [-4.66616, 1.08553, -0.29413], [0.93577, 0.63549, 1.41405], [-1.45962, 0.36175, 0.62916], [0.95838, 1.54950, 0.79339], [-0.71696, -3.12510, -0.54936], [3.30628, 0.00253, -1.28911], [3.34460, 0.49049, 0.38626], [1.38333, 2.41428, 1.35203], [-2.83084, 2.33293, -0.30984], [-0.77888, 1.92522, 0.43847], [-3.77225, -1.38497, 0.70750], [0.03366, -2.94380, 0.98676], [0.91171, 1.18860, -1.28280], [0.57715, -1.14096, -0.35237], [-3.51247, 1.32202, -0.05290], [2.69641, 0.19109, -0.40444], [2.03746, -1.05147, 0.03276], [-0.00715, -0.58082, -1.56671], [2.23779, 2.21302, -0.78568], [-0.64783, -0.66857, 0.89038], [1.69068, 1.32889, -0.47587]], "total_energy_ev": -109244.09594, "e_homo_ev": -8.71, "total_charge": 0, "orbital_gap_ev": 8.17, "e_above_lowest_kcal_mol": 0.0}


Record 9
{"formula": "C6H9Cl", "method": "wB97M-V/def2-TZVPD", "species": ["H", "H", "H", "C", "H", "H", "H", "H", "C", "H", "C", "C", "H", "Cl", "C", "C"], "coordinates": [[-0.42554, -2.17621, 1.16064], [0.46456, 0.17244, -2.03094], [1.56907, -1.44344, -1.75741], [-0.99548, 1.56802, -0.66683], [0.10000, 1.45274, 1.42805], [-2.00772, 2.00817, -1.06496], [-1.80475, 1.52863, 1.50604], [0.82857, -1.02746, 1.74102], [-0.99532, 0.12353, -0.16534], [1.40595, -2.36287, 0.61499], [0.84399, -0.67860, -1.46675], [-0.90243, 1.28400, 0.77170], [-0.12829, 2.06947, -1.33856], [-2.50568, -0.81730, -0.15359], [0.25924, -0.61671, -0.27122], [0.55524, -1.59740, 0.91800]], "total_energy_ev": -18887.52665, "e_homo_ev": -9.56, "total_charge": 0, "orbital_gap_ev": 10.51, "e_above_lowest_kcal_mol": 43.6, "smiles": "C=C(C)C1(Cl)CC1"}


Record 10
{"formula": "C6H9Cl2N2O3", "method": "wB97M-V/def2-TZVPD", "species": ["C", "H", "H", "Cl", "C", "H", "O", "H", "C", "C", "H", "N", "H", "N", "H", "Cl", "O", "O", "H", "C", "C", "H"], "coordinates": [[-1.93250, 0.93101, -1.57403], [-1.64893, -0.60134, 2.30315], [-0.06567, -1.21487, 2.85436], [-2.72764, -1.95728, 0.26637], [-1.08201, -1.57460, -0.13510], [3.28427, -0.33376, -1.36407], [-0.76455, 2.10854, -0.03587], [-1.01585, 0.83246, -2.15086], [2.93792, 0.47558, -0.70650], [1.23386, -0.90180, 0.34393], [-0.22639, 0.46084, 2.26322], [-1.87171, 1.72727, -0.42516], [3.61804, 0.53787, 0.15491], [1.57780, 0.22907, -0.27776], [2.96545, 1.42127, -1.25664], [-0.55976, -2.29046, -1.63326], [2.02814, -1.79297, 0.63675], [-2.91584, 1.98663, 0.16103], [-2.92038, 0.60876, -1.89269], [-0.57067, -0.57281, 2.11759], [-0.21909, -1.03389, 0.73793], [0.87551, 0.95450, -0.38727]], "total_energy_ev": -40530.94659, "e_homo_ev": [-9.48, -9.49], "total_charge": 0, "orbital_gap_ev": [9.55, 6.88], "multiplicity": 2, "s2": 0.76, "e_above_lowest_kcal_mol": 0.0}